Below is one molecule with the formula CH5ClS at a distorted geometry, with properties calculated with wB97M-V/def2-TZVPD.

Last column: Löwdin charge in e.
Element x y z (Å)
C -1.15888 0.31657 -0.07738  -0.45
H 2.21450 -0.86658 -0.78869  -0.18
H -1.92719 -0.23274 0.47032  0.01
H -1.06990 1.32992 0.31988  0.03
H -1.46148 0.38172 -1.12399  0.02
H 0.61397 -0.52552 1.27594  -0.10
S 0.43158 -0.55390 -0.05202  0.38
Cl 2.35740 0.15053 -0.02406  0.28

## Properties
spin multiplicity	1
M	84.6	u
maximum force	11.79	eV/Å
LUMO energy	0.516	eV
gap between HOMO and LUMO	6.90	eV

=====

Below is CH5FN4 as an isolated structure at a distorted geometry, with properties calculated with wB97M-V/def2-TZVPD.

Last column: Löwdin charge in e.
Element x y z (Å)
C 0.65512 -0.84715 -0.45203  -0.33
N 0.36881 -0.92440 -1.59618  0.16
N 1.24548 -1.39336 0.54033  0.15
N -1.25204 1.46950 0.00590  -0.11
N -0.11167 1.10954 0.58623  -0.07
F -0.61122 0.30608 1.94373  -0.36
H -0.17595 -0.10576 -2.02987  0.10
H 1.96112 -2.07895 0.33313  0.13
H 0.98756 -1.08027 1.49543  0.12
H -1.44893 1.14907 -1.05865  0.12
H -1.61829 2.39569 0.23199  0.08

## Properties
spin multiplicity	1
M	92.1	u
maximum force	4.54	eV/Å
LUMO energy (alpha / beta)	0.033 / 0.032	eV
gap between HOMO and LUMO (alpha / beta)	8.07 / 8.07	eV

=====

Below is a 2-piece molecular cluster, CH5FO2SSi overall at a distorted geometry, with properties calculated with wB97M-V/def2-TZVPD.

Last column: Löwdin charge in e.
Element x y z (Å)
C 1.64083 0.32371 -0.67279  -0.40
O -1.46655 -0.08213 1.52282  -0.11
O -2.88625 0.99195 -0.57914  -0.07
F -1.36811 -1.77826 -0.70784  -0.54
Si -1.48431 0.52080 0.02469  0.26
S 0.27518 1.50508 -0.41468  0.70
H 2.38264 0.13220 0.04311  0.03
H 2.13823 0.68208 -1.47617  -0.02
H 1.28448 -0.72068 -0.71532  0.06
H -1.37558 -1.00592 1.53043  0.03
H -3.03320 1.10273 -1.49858  0.06

## Properties
spin multiplicity	1
M	128.2	u
maximum force	4.53	eV/Å
LUMO energy	-0.042	eV
gap between HOMO and LUMO	10.32	eV

=====

Below is CH5IN2 as an isolated structure at a distorted geometry, with properties calculated with wB97M-V/def2-TZVPD.

Last column: Löwdin charge in e.
Element x y z (Å)
C 0.16801 -1.01992 0.20143  -0.35
N 0.53455 1.82927 0.13110  0.09
N -0.67459 -0.11773 -0.53964  -0.61
I -2.46426 0.10381 0.21681  0.80
H -0.28293 -2.01483 0.13635  0.07
H 1.04834 -1.10687 -0.39268  0.06
H 0.39979 -0.94803 1.20648  0.05
H 1.18675 1.17964 -0.24604  -0.06
H 0.08433 2.09466 -0.71381  -0.05

## Properties
spin multiplicity	1
M	172.0	u
maximum force	3.46	eV/Å
LUMO energy (alpha / beta)	-1.838 / -1.839	eV
gap between HOMO and LUMO (alpha / beta)	6.86 / 6.86	eV

=====

Below is a 2-piece molecular cluster, CH5INO overall at a distorted geometry, with properties calculated with wB97M-V/def2-TZVPD.

Last column: Löwdin charge in e.
Element x y z (Å)
C -0.80755 -0.47210 -0.16382  -0.86
N 0.16700 0.53549 -0.58533  0.16
O -0.31492 -1.67684 -0.58322  0.00
I -2.86381 0.09364 0.04847  0.94
H 0.26549 -0.43534 2.06573  0.16
H 0.16435 1.23092 0.25592  0.20
H -0.02119 0.93467 -1.48173  0.15
H 1.01681 0.03232 -0.76501  0.16
H -0.71218 -2.26031 0.04686  0.10

## Properties
spin multiplicity	1
charge	+1
M	174.0	u
maximum force	2.60	eV/Å
LUMO energy (alpha / beta)	-5.244 / -5.199	eV
gap between HOMO and LUMO (alpha / beta)	9.44 / 8.05	eV

=====

Below is CH5INP as an isolated structure at a distorted geometry, with properties calculated with wB97M-V/def2-TZVPD.

Last column: Löwdin charge in e.
Element x y z (Å)
C -0.17585 -0.77629 0.70789  -0.05
N -0.96079 1.07007 0.71586  -0.99
P -0.47345 1.98927 -0.68169  0.55
I -2.96837 0.90567 0.78822  0.65
H 0.49603 -0.56814 1.63702  0.07
H -0.97892 -1.52632 0.81496  0.01
H 0.43991 -1.12803 -0.06609  0.00
H 0.95710 2.13788 -0.46816  -0.11
H -0.60827 1.08020 -1.77982  -0.13

## Properties
spin multiplicity	1
M	188.9	u
maximum force	4.48	eV/Å
LUMO energy	-0.343	eV
gap between HOMO and LUMO	8.32	eV

=====

Below is one molecule with the formula CH5INP at a distorted geometry, with properties calculated with wB97M-V/def2-TZVPD.

Last column: Löwdin charge in e.
Element x y z (Å)
C 1.08693 0.47561 -0.48366  -0.23
N 0.24502 -0.26876 0.37323  -0.48
P -1.04875 -1.18613 -0.15725  0.37
I -3.03821 0.21546 0.03002  0.21
H 0.81638 1.51486 -0.71513  0.07
H 2.07746 0.64135 0.01552  0.08
H 1.38100 -0.11369 -1.43786  0.10
H -0.12563 0.16343 1.18739  0.03
H -1.39421 -1.44212 1.18775  -0.15

## Properties
spin multiplicity	1
M	188.9	u
maximum force	3.26	eV/Å
LUMO energy	0.437	eV
structure (SMILES)	CNPI
gap between HOMO and LUMO	9.49	eV

=====

Below is a 2-piece molecular cluster, CH5IOSi overall at a distorted geometry, with properties calculated with wB97M-V/def2-TZVPD.

Last column: Löwdin charge in e.
Element x y z (Å)
C -0.46802 1.44287 0.35451  -0.35
O -0.90505 0.17976 0.06049  -0.38
Si 0.58646 -0.78684 -1.77306  0.44
I 2.83941 -0.37195 -0.85245  0.35
H -1.25029 2.13770 -0.09247  0.08
H 0.37338 1.70451 -0.23934  0.00
H -0.41671 1.64992 1.39795  0.06
H 0.55923 0.34079 -2.72599  -0.08
H 0.47712 -2.11413 -1.26566  -0.12

## Properties
spin multiplicity	1
M	188.0	u
maximum force	5.28	eV/Å
LUMO energy (alpha / beta)	-1.110 / -1.110	eV
gap between HOMO and LUMO (alpha / beta)	7.38 / 7.39	eV

=====

Below is one molecule with the formula CH5IOSi at a distorted geometry, with properties calculated with wB97M-V/def2-TZVPD.

Last column: Löwdin spin population.
Element x y z (Å)
C 0.69722 0.98675 0.40065  0.15
O 0.05988 -1.90960 -0.19343  0.11
Si -0.46451 -0.41232 -0.49575  0.39
I -2.79020 0.27214 0.11618  1.27
H 1.71728 0.48097 0.35480  0.01
H 0.65035 1.73154 -0.35185  0.01
H 0.48602 1.20289 1.37545  0.00
H -0.06480 -2.15819 0.65629  0.01
H -0.29124 -0.19418 -1.86233  0.05

## Properties
spin multiplicity	3
M	188.0	u
maximum force	4.61	eV/Å
LUMO energy (alpha / beta)	0.678 / -4.054	eV
gap between HOMO and LUMO (alpha / beta)	4.93 / 6.06	eV

=====

Below is one molecule with the formula CH5ISi at a distorted geometry, with properties calculated with wB97M-V/def2-TZVPD.

Last column: Löwdin charge in e.
Element x y z (Å)
C 1.25497 -1.74686 0.40209  -0.57
Si -0.88056 1.23849 0.09878  0.28
I 1.46827 0.37581 -0.10048  0.79
H 2.24805 -2.06479 0.91434  -0.07
H 1.25483 -2.38982 -0.40674  -0.16
H -1.63342 0.07010 0.75023  -0.08
H -0.87544 2.54587 1.04540  -0.09
H -0.96166 1.81995 -1.34434  -0.11

## Properties
spin multiplicity	1
M	172.0	u
maximum force	3.65	eV/Å
LUMO energy	0.036	eV
gap between HOMO and LUMO	7.27	eV

=====

Below is CH5N2O2PSi as an isolated structure at a distorted geometry, with properties calculated with wB97M-V/def2-TZVPD.

Last column: Löwdin charge in e.
Element x y z (Å)
C 0.22284 1.16853 0.23168  -0.23
N 1.07752 0.57342 -0.26399  -0.03
N 1.93039 -2.37073 -1.18806  -0.22
O -2.20915 0.79067 1.62230  -0.20
O -0.32984 -1.40277 -1.66164  -0.53
Si -1.22450 2.01369 1.19859  0.56
P 1.07680 -1.06871 -1.87147  0.61
H 2.93606 -2.38640 -1.26429  0.01
H 1.46786 -2.89892 -0.41039  0.06
H -2.60234 0.18544 1.00667  0.06
H -1.80477 3.01252 0.29173  -0.03
H -0.54088 2.38325 2.30888  -0.05

## Properties
spin multiplicity	1
M	136.1	u
maximum force	3.30	eV/Å
LUMO energy	0.124	eV
gap between HOMO and LUMO	8.91	eV

=====

Below is a 2-piece molecular cluster, CH5N2O4S2 overall at a distorted geometry, with properties calculated with wB97M-V/def2-TZVPD.

Last column: Löwdin spin population.
Element x y z (Å)
C 0.97921 1.12692 -0.24779  0.04
N -1.92906 0.83915 -1.13406  0.86
N 0.61360 -1.27315 0.79819  0.00
O -4.15024 -0.08752 -0.08598  0.29
O -2.05633 -0.76867 0.94253  0.26
O 2.90412 -0.51946 0.47532  0.00
O 1.68875 -1.11045 -1.47989  0.00
S -2.65978 0.00688 -0.16054  0.50
S 1.58904 -0.46531 -0.18594  0.02
H -0.01802 0.92387 -0.80390  0.01
H 1.11017 1.72100 0.71720  0.00
H 1.60991 1.66363 -1.01458  0.00
H 0.66780 -0.81225 1.66666  0.00
H -0.34918 -1.24462 0.51278  0.01

## Properties
spin multiplicity	3
charge	-1
M	173.2	u
maximum force	9.60	eV/Å
LUMO energy (alpha / beta)	3.433 / 1.334	eV
gap between HOMO and LUMO (alpha / beta)	5.02 / 8.02	eV

=====

Below is CH5N2OP as an isolated structure at a distorted geometry, with properties calculated with wB97M-V/def2-TZVPD.

Last column: Löwdin charge in e.
Element x y z (Å)
C 1.25982 -0.46336 0.19142  -0.42
N 1.27886 0.66431 -0.41964  0.06
N -0.88965 1.20649 0.30173  -0.25
O 0.18003 -1.17596 0.24588  -0.24
P -1.14486 -0.27300 -0.16474  0.71
H 2.11820 -0.91016 0.75989  0.14
H 2.22398 1.00604 -0.45794  0.05
H -1.76115 1.57929 0.57070  -0.06
H -1.93723 -1.19562 0.49403  0.01
H -1.32801 -0.43802 -1.52134  0.00

## Properties
spin multiplicity	1
M	92.0	u
maximum force	4.51	eV/Å
LUMO energy	0.934	eV
gap between HOMO and LUMO	9.80	eV

=====

Below is a 2-piece molecular cluster, CH5N2S overall at a distorted geometry, with properties calculated with wB97M-V/def2-TZVPD.

Last column: Löwdin charge in e.
Element x y z (Å)
S 0.25842 1.46036 1.81826  -0.28
H 1.00579 0.81275 2.72830  -0.48
N 0.49490 -0.13532 -1.28543  0.06
C -0.28688 -1.18630 -0.99668  -0.43
N -0.88390 -1.86807 -1.91279  0.00
H 0.88810 -0.05792 -2.20649  0.08
H 0.57613 0.64292 -0.64270  -0.03
H -0.51464 -1.32834 0.06390  0.10
H -1.17935 -2.77023 -1.54589  0.00

## Properties
spin multiplicity	1
charge	-1
M	77.1	u
maximum force	1.36	eV/Å
LUMO energy	4.353	eV
gap between HOMO and LUMO	7.25	eV

=====

Below is an isolated ion of composition CH5N2S and charge +1 at a distorted geometry, with properties calculated with wB97M-V/def2-TZVPD.

Last column: Löwdin charge in e.
Element x y z (Å)
C 0.46101 -0.61187 0.07905  -0.17
N -0.76754 -0.48222 -0.52691  -0.23
N 1.18358 0.18007 0.73320  0.22
S -2.15607 0.74406 -0.70690  0.87
H 0.84235 -1.56060 -0.06534  0.14
H -1.20101 -1.29752 -0.78551  0.04
H 0.83738 1.09415 1.05059  0.16
H -1.34932 1.74957 -0.62556  -0.18
H 2.14961 0.18435 0.84738  0.13

## Properties
spin multiplicity	1
charge	+1
M	77.1	u
maximum force	5.39	eV/Å
LUMO energy	-4.347	eV
structure (SMILES)	[NH2+]=CNS
gap between HOMO and LUMO	9.98	eV

=====

Below is a 2-piece molecular cluster, CH5N3 overall at a distorted geometry, with properties calculated with wB97M-V/def2-TZVPD.

Last column: Löwdin charge in e.
Element x y z (Å)
C -1.96269 -0.68527 0.10146  -0.18
N 2.67427 -0.20430 0.27367  -0.04
N 2.22469 0.79996 -0.27298  -0.05
N -1.76104 0.49133 0.32798  -0.01
H -1.90488 1.26423 -0.42741  0.09
H -2.38679 -0.98684 -0.88555  0.08
H -1.87202 -1.34561 0.85851  0.02
H 3.36016 -0.64199 -0.38007  0.05
H 1.62830 1.30849 0.40438  0.04

## Properties
spin multiplicity	1
M	59.1	u
maximum force	5.88	eV/Å
LUMO energy	1.045	eV
structure (SMILES)	[H]/N=N/[H].C=N
gap between HOMO and LUMO	10.35	eV

=====

Below is one molecule with the formula CH5N3O at a distorted geometry, with properties calculated with wB97M-V/def2-TZVPD.

Last column: Löwdin charge in e.
Element x y z (Å)
C 0.60918 -0.12622 -0.05577  -0.69
H -2.60169 -0.19853 -0.42503  0.12
H -1.75889 -0.23695 1.17174  0.14
H -0.77256 -1.64713 -0.26422  0.13
H 1.24694 2.01984 -0.45966  0.20
H -0.35984 1.71722 0.04864  0.07
N -1.73979 0.13579 0.13424  -0.02
N -0.61205 -0.66634 -0.27234  -0.05
N 0.54256 1.21954 0.00312  0.08
O 1.65698 -0.71501 0.15101  0.03

## Properties
spin multiplicity	1
M	75.1	u
maximum force	6.90	eV/Å
LUMO energy	0.669	eV
structure (SMILES)	NNC(N)=O
gap between HOMO and LUMO	10.29	eV

=====

Below is one molecule with the formula CH5N3O2 at a distorted geometry, with properties calculated with wB97M-V/def2-TZVPD.

Last column: Löwdin charge in e.
Element x y z (Å)
C 0.73525 -0.23653 -0.19014  -0.40
H -1.72505 1.04582 -0.25915  0.16
H 0.78933 1.97921 0.31074  0.20
H 2.72597 0.11648 0.12715  0.03
H -0.42214 -2.09982 -0.31938  0.14
H -1.51963 -0.58094 1.06477  0.12
N 0.15955 0.99870 0.39388  -0.06
N 2.02893 -0.56165 -0.16926  0.09
N -0.37306 -1.09659 -0.42139  -0.01
O -0.74355 1.24157 -0.64353  -0.19
O -1.65560 -0.80625 0.10631  -0.09

## Properties
spin multiplicity	1
M	91.1	u
maximum force	5.41	eV/Å
LUMO energy	0.599	eV
structure (SMILES)	N=C(NO)NO
gap between HOMO and LUMO	9.79	eV

=====

Below is a 2-piece molecular cluster, CH5N3O2 overall at a distorted geometry, with properties calculated with wB97M-V/def2-TZVPD.

Last column: Löwdin charge in e.
Element x y z (Å)
C 0.15613 0.11100 -0.43691  -0.22
N -1.19908 -0.26382 -0.33823  0.10
N 1.18508 -0.27044 0.35897  0.12
N -0.16989 2.15713 0.31923  -0.37
O -1.35139 2.48365 0.27468  -0.06
O 0.82630 2.73922 0.76505  -0.06
H 0.53857 0.44500 -1.34057  0.11
H -1.38172 -0.67633 0.59601  0.11
H -1.96374 0.32553 -0.58144  0.08
H 2.02753 0.07322 -0.02992  0.10
H 1.02212 -0.12492 1.33284  0.11

## Properties
spin multiplicity	1
M	91.1	u
maximum force	3.99	eV/Å
LUMO energy	0.594	eV
gap between HOMO and LUMO	8.54	eV

=====

Below is one molecule with the formula CH5N3OS at a distorted geometry, with properties calculated with wB97M-V/def2-TZVPD.

Last column: Löwdin charge in e.
Element x y z (Å)
C -0.36939 0.05043 -0.08087  -0.95
H 2.49882 -1.64867 -0.19974  0.14
H 1.31982 -2.02312 1.06362  0.11
H -0.19295 -1.71968 -0.92369  0.13
H -0.24574 2.09990 0.32796  0.11
H 2.03199 0.76363 0.27601  0.07
N 1.60039 -1.30370 0.33141  -0.02
N 0.44379 -1.01362 -0.44350  -0.14
N 0.22259 1.26546 0.18038  -0.06
O 1.52401 1.43951 -0.19438  -0.04
S -1.95344 -0.12048 0.06362  0.64

## Properties
spin multiplicity	1
M	107.1	u
maximum force	3.88	eV/Å
LUMO energy	0.544	eV
structure (SMILES)	NNC(=S)NO
gap between HOMO and LUMO	8.88	eV